Record 1
This record from the Open Molecules 2025 dataset describes an isolated ion of composition C11H21N2 and charge +1 in a non-equilibrium geometry. The level of theory is ωB97M-V with the def2-TZVPD basis set.

Each line ends with the Mulliken charge.
Cartesian coordinates (Å):
C -0.63785 -0.09992 -0.11285  -0.378
C 0.65743 -0.32875 -0.52369  0.507
C 0.66568 -0.32980 1.73468  -0.118
C 2.68219 0.45266 -1.90586  -1.094
C 2.68393 0.37580 3.16245  -1.323
C -1.86739 -1.28103 -1.85695  -1.660
C -2.21691 1.38164 -1.32739  -1.357
C -3.27652 -0.35001 -0.03527  -2.015
C 1.30716 -0.29531 -1.89325  -0.746
C 1.29346 -0.12380 3.15863  -0.171
C -1.98255 -0.09673 -0.79289  1.867
N -0.53764 -0.07239 1.25093  -0.085
N 1.43750 -0.43628 0.65465  -0.052
H 3.28486 0.21337 -1.06430  0.285
H 2.26742 1.57410 -1.83603  0.281
H 3.19627 0.46362 -2.90144  0.350
H 3.54287 -0.35050 2.84871  0.295
H 2.98696 0.68253 4.13949  0.406
H 2.98620 1.26431 2.58381  0.363
H -2.88486 -1.65382 -2.30015  0.324
H -1.25257 -0.99381 -2.69383  0.438
H -1.36176 -2.07671 -1.40194  0.528
H -3.02747 1.34836 -2.12323  0.408
H -2.56030 2.03635 -0.55168  0.407
H -1.17152 1.79606 -1.76409  0.291
H -4.13086 -0.09900 -0.63629  0.446
H -3.30232 -1.39040 0.20658  0.457
H -3.52899 0.27700 0.83406  0.500
H 1.36348 -1.24193 -2.30898  0.445
H 0.58989 0.20146 -2.51565  0.370
H 0.62805 0.59698 3.53828  0.270
H 1.20402 -0.95472 3.95045  0.275
H -1.42744 0.11223 1.77760  0.291
H 2.38958 -0.60158 0.70545  0.196

ΔE to the lowest compared entry with this formula, charge and spin, kcal/mol: 10.5
E, hartree: -540.82188
Charge: +1
Gap between HOMO and LUMO (alpha / beta), eV: 6.233 / 8.154
Spin multiplicity: 3



Record 2
This record from the Open Molecules 2025 dataset describes a 4-piece molecular cluster, C11H21N9O5P2 overall in a non-equilibrium geometry. The level of theory is ωB97M-V with the def2-TZVPD basis set.

Each line ends with the Mulliken charge.
Cartesian coordinates (Å):
N -0.77208 -1.95617 5.01624  -0.812
P -0.86102 -0.60644 4.18043  0.389
C 0.85540 -0.11759 3.75477  0.460
C 1.22079 1.27618 3.80039  -0.075
C 2.51045 1.59191 3.51799  -0.208
P 3.00197 3.38367 3.61616  0.005
O 1.56924 4.17351 3.96974  -0.465
O 3.87875 3.50578 5.03217  -0.469
C 3.47410 0.60439 3.15480  0.503
N 4.74492 1.02005 2.88835  -0.502
C 5.56713 0.04168 2.60185  -0.319
C 5.15996 -1.31943 2.53376  -0.273
N 3.95116 -1.76529 2.77694  -0.646
C 3.10826 -0.74562 3.11473  0.229
C 1.75615 -1.07016 3.43498  -0.530
H -1.16082 -1.78402 5.93865  0.210
H -1.66137 -0.75338 3.02586  0.057
H -1.42154 0.37318 5.03959  0.070
H 0.49120 2.04146 4.05394  0.544
H 1.72958 4.62156 4.81509  0.312
H 3.61118 2.75816 5.59143  0.342
H 6.60623 0.30543 2.39760  0.419
H 5.91652 -2.05879 2.25484  0.394
H 1.41347 -2.10729 3.44060  0.327
N -1.13746 1.19452 -0.58954  -0.402
C -0.46896 0.89465 0.55922  0.623
N 0.63638 0.11331 0.39575  -0.312
O -0.83619 1.29787 1.65615  -0.590
H -0.85823 0.87681 -1.50160  0.136
H -1.95627 1.76993 -0.50646  0.188
H 1.15572 -0.12916 1.22117  0.218
H 0.95037 -0.22394 -0.49430  0.161
N -3.39613 -0.78342 -1.99020  -0.302
C -3.27952 -0.18054 -3.21178  0.663
N -4.00171 -0.75730 -4.21408  -0.385
O -2.57703 0.80360 -3.38764  -0.662
H -3.96417 -1.59065 -1.81811  0.156
H -2.87597 -0.38114 -1.22970  0.211
H -3.94108 -0.33879 -5.13173  0.202
H -4.58192 -1.56386 -4.08477  0.143
N -3.37260 -1.33905 -9.27306  -0.396
C -3.09997 -1.12304 -7.95326  0.629
N -2.39109 -2.11501 -7.33685  -0.361
O -3.46230 -0.11730 -7.36623  -0.648
H -3.08423 -2.15684 -9.77472  0.158
H -3.89164 -0.62865 -9.75514  0.223
H -2.17283 -1.98591 -6.36515  0.222
H -2.08281 -2.94886 -7.79887  0.162

Structure (SMILES): N=[PH2]c1cc(P(O)O)c2nccnc2c1.NC(N)=O.NC(N)=O.NC(N)=O
E, hartree: -1983.59819
Charge: 0
Gap between HOMO and LUMO, eV: 7.541



Record 3
This record from the Open Molecules 2025 dataset describes one molecule with the formula C11H21NO3 in a non-equilibrium geometry. The level of theory is ωB97M-V with the def2-TZVPD basis set.

Each line ends with the Mulliken charge.
Cartesian coordinates (Å):
C -4.72460 -1.86212 -1.88389  -0.989
C -3.21369 -2.06295 -1.25600  -0.261
C -2.24296 -0.71810 -1.47151  -0.738
N -1.06460 -0.68946 -0.52322  0.389
C -0.01139 -1.69840 -0.92414  -0.602
C 0.71604 -2.33544 0.57439  0.082
C -0.07681 -1.80299 2.02422  -0.505
O -0.18037 -3.31883 1.39481  -0.442
C -0.50440 0.70066 -0.31826  0.314
O -1.35955 1.68024 0.08814  -0.620
O 0.90711 1.10671 -0.46148  -0.349
C 1.54510 1.20788 0.86472  -0.298
C 2.96118 2.05383 0.87128  0.427
C 3.26908 2.86093 -0.52430  -1.132
C 2.88698 3.13886 2.13802  -1.178
H -4.75290 -2.07305 -3.05368  0.255
H -5.42899 -2.68249 -1.38497  0.295
H -5.17321 -0.81349 -1.61941  0.291
H -3.26634 -2.36522 -0.12106  0.256
H -2.71736 -2.98721 -1.82277  0.238
H -1.78722 -0.84084 -2.56544  0.277
H -2.88807 0.25821 -1.47748  0.405
H -0.48786 -2.65545 -1.41771  0.311
H 0.87906 -1.26625 -1.54861  0.294
H 1.96423 -2.45729 0.60630  0.314
H 0.65616 -1.72976 2.93323  0.302
H -1.20390 -1.49300 1.98759  0.249
H 1.78926 0.15895 1.35305  0.022
H 0.81782 1.77872 1.60920  0.281
H 3.86192 1.33404 1.08620  0.295
H 4.15379 3.62260 -0.27464  0.337
H 2.36330 3.53394 -0.88955  0.241
H 3.67164 2.16603 -1.39978  0.302
H 3.96372 3.32793 2.58619  0.302
H 2.45829 4.19516 1.79218  0.276
H 2.21956 2.72764 3.02837  0.357

ΔE to the lowest compared entry with this formula, charge and spin, kcal/mol: 196.8
Structure (SMILES): CCCN(C[C@H]1CO1)C(=O)OCC(C)C
E, hartree: -711.85920
Charge: 0
Gap between HOMO and LUMO, eV: 10.237



Record 4
This record from the Open Molecules 2025 dataset describes a 3-piece molecular cluster, C11H22BO3S2 overall in a non-equilibrium geometry. The level of theory is ωB97M-V with the def2-TZVPD basis set.

Each line ends with the Mulliken charge.
Cartesian coordinates (Å):
B 2.70012 -1.68283 -0.66908  0.389
C 2.15619 -2.01862 -2.18574  -0.603
O 0.99918 -1.23663 -2.63717  -0.407
C -0.00400 -1.17245 -1.70261  0.211
C -0.86261 -2.29732 -1.35771  -0.234
C -1.90398 -2.17140 -0.35074  -0.496
C -2.12177 -0.90467 0.32406  0.088
C -1.30108 0.26619 -0.01015  -0.703
C -0.26728 0.10652 -1.01967  0.109
H 2.42092 -0.52991 -0.43873  -0.231
H 2.08974 -2.32179 0.16739  -0.259
H 3.89042 -1.78972 -0.52803  -0.275
H 2.98981 -1.78730 -2.91330  0.085
H 1.99435 -3.13785 -2.25563  0.202
H -0.72260 -3.28616 -1.85620  0.298
H -2.57922 -3.01636 -0.07643  0.272
H -2.89789 -0.73873 1.11077  0.173
H -1.41337 1.25799 0.47277  0.330
H 0.41555 0.94019 -1.32125  0.148
C 3.44501 1.54971 -3.22730  -0.648
S 4.66635 1.79373 -1.92419  0.398
O 4.05361 1.34734 -0.65128  -0.521
C 4.60976 3.60022 -1.94198  -0.945
H 3.29246 0.47826 -3.35708  0.040
H 2.50114 2.01819 -2.94521  0.228
H 3.81646 1.97995 -4.15991  0.447
H 3.59341 3.94200 -1.73939  0.286
H 4.94418 3.96663 -2.91446  0.348
H 5.27859 3.97111 -1.16575  0.311
C -4.40120 -1.25536 4.05477  -0.967
S -5.08449 0.18617 3.21524  0.425
O -4.11669 0.58352 2.15909  -0.563
C -4.87271 1.32605 4.59669  -0.948
H -4.39901 -2.09047 3.35504  0.317
H -3.37941 -1.04903 4.37629  0.319
H -5.02441 -1.50511 4.91490  0.393
H -3.82131 1.37004 4.88412  0.304
H -5.48097 0.99377 5.43926  0.365
H -5.20325 2.31417 4.27861  0.316

E, hartree: -1479.15326
Charge: -1
Gap between HOMO and LUMO, eV: 6.122



Record 5
This record from the Open Molecules 2025 dataset describes C11H22BaFO9 as an isolated structure in a non-equilibrium geometry. The level of theory is ωB97M-V with the def2-TZVPD basis set.

Each line ends with the Mulliken charge.
Cartesian coordinates (Å):
Ba -0.03893 0.87136 0.32935  1.521
F -2.45811 -0.28519 0.89669  -0.863
C -0.98836 -5.11606 0.65398  -0.550
C 0.14406 -5.66539 0.11717  0.393
C 1.45933 -4.94754 0.06494  0.379
O 2.57233 -5.55626 -0.23134  -0.773
C 1.56220 -3.64298 0.54415  -0.856
C 0.35996 -2.93816 0.95161  0.197
C -1.01423 -3.69769 1.00726  0.520
O -2.10204 -3.11324 1.18700  -0.697
O 0.36700 -1.73487 1.19991  -0.368
O -0.09890 -6.90871 -0.26750  -0.813
H -1.89433 -5.69202 0.77174  0.380
H 2.55183 -3.21049 0.54391  0.358
C -1.89503 4.47953 1.08004  -0.784
O -1.69970 3.11930 1.34541  -0.184
H -2.41008 4.68876 0.14246  0.232
H -2.52454 4.89925 1.86468  0.361
H -0.90753 4.93448 1.15711  0.261
H -2.26187 2.80528 2.05742  0.211
C -0.40795 2.19760 -3.25103  -0.666
O -1.18593 2.17431 -2.04428  -0.356
H 0.59250 1.77400 -3.16304  0.198
H -0.89392 1.79632 -4.14036  0.288
H -0.42048 3.27323 -3.42698  0.396
H -1.93725 2.75513 -2.18486  0.208
C 0.56870 -0.17293 3.74905  -0.654
O 0.80239 0.93401 2.95091  -0.398
H -0.30179 -0.71889 3.38537  0.249
H 1.44613 -0.80910 3.86529  0.307
H 0.50021 0.14216 4.79027  0.317
H 1.43855 1.51486 3.37461  0.182
C 1.65731 3.76977 -0.71408  -0.551
O 2.03324 2.39702 -0.76692  -0.401
H 1.87582 4.17878 -1.70052  0.353
H 0.60183 3.97637 -0.53688  0.093
H 2.15323 4.35929 0.05703  0.324
H 2.94006 2.33496 -1.07582  0.218
C 0.25045 -1.54125 -2.59923  -0.597
O -0.73721 -0.98778 -1.71810  -0.423
H 0.06023 -1.46858 -3.67004  0.280
H 1.12063 -0.89906 -2.46322  0.163
H 0.52044 -2.59138 -2.48775  0.333
H -1.40026 -1.67819 -1.64542  0.210

ΔE to the lowest compared entry with this formula, charge and spin, kcal/mol: 79.1
E, hartree: -1234.78851
Charge: -1
Gap between HOMO and LUMO, eV: 2.702